[1]
{
  "formula": "C2H7N3O2",
  "method": "the ωB97M-V functional and the def2-TZVPD basis",
  "species": ["N", "C", "N", "O", "C", "N", "O", "H", "H", "H", "H", "H", "H", "H"],
  "coordinates": [[0.9947, 1.5791, -0.4747], [0.0519, 0.8047, -0.1479], [-1.1227, 1.2422, 0.3413], [-1.9973, 0.4196, 0.6501], [-0.2132, -0.6823, -0.5081], [0.4350, -1.6585, 0.6142], [-1.5523, -0.8471, -0.5780], [1.8311, 1.2964, -1.0528], [1.0682, 2.5991, -0.3124], [-1.4179, 2.3168, 0.1463], [0.3038, -1.1470, -1.3559], [1.4571, -1.7304, 0.6087], [-0.0831, -2.6474, 0.4466], [0.2447, -1.5450, 1.6225]],
  "forces_ev_per_angstrom": [[3.465, 1.197, -1.523], [-1.900, -1.084, -0.254], [0.534, 5.435, -0.573], [-0.908, -1.735, 0.493], [0.020, -1.337, 1.159], [-1.928, -2.417, 0.535], [1.033, -0.072, -0.191], [-1.243, -0.154, 0.724], [-0.581, -0.566, 0.402], [0.432, -2.841, 0.511], [-0.229, 0.866, -0.509], [0.018, -0.390, -0.648], [1.797, 2.335, 0.082], [-0.509, 0.764, -0.209]],
  "lumo_ev": [-11.056, -11.553],
  "mol_weight_g_mol": 105.1,
  "e_tot_ha": -394.265400,
  "orbital_gap_ev": [8.81, 8.51],
  "multiplicity": 1,
  "e_above_lowest_kcal_mol": 75.54,
  "charge": 2,
  "smiles": "[NH2+]=C([NH+]=O)[C@@H]([NH3+])[O-]"
}

***

[2]
{
  "formula": "C5H10N",
  "method": "the ωB97M-V functional and the def2-TZVPD basis",
  "species": ["C", "C", "C", "C", "N", "C", "H", "H", "H", "H", "H", "H", "H", "H", "H", "H"],
  "coordinates": [[-2.2229, 0.1401, -0.0921], [-0.7885, 0.4405, 0.1948], [0.1696, 0.0414, -0.8787], [1.5555, 0.5511, -0.4718], [1.5908, -0.3612, 0.6785], [0.1289, -0.7817, 0.4686], [-2.7634, -0.4436, 0.7449], [-2.3992, -0.5036, -0.9088], [-2.6122, 1.1576, -0.2734], [-0.5650, 1.3718, 0.8090], [0.2053, -0.4363, -1.8831], [2.3982, 0.4659, -1.0810], [1.4717, 1.5454, 0.1335], [2.1206, -1.2566, 0.4286], [1.9866, -0.0653, 1.5839], [-0.2760, -1.8655, 0.5470]],
  "forces_ev_per_angstrom": [[-1.180, 0.182, 2.430], [1.268, -0.682, 0.513], [1.898, -0.658, -0.076], [-1.787, 2.899, 2.835], [0.790, -4.419, 0.787], [-1.193, 0.047, -1.478], [0.787, 1.558, -0.837], [0.207, -0.397, -1.363], [-0.691, -0.841, 0.038], [-0.354, -1.170, -1.037], [-1.381, 0.690, 0.787], [1.132, 0.033, -1.038], [0.442, -1.011, -2.116], [-0.561, 1.532, 0.450], [-0.578, 0.146, -0.204], [1.202, 2.092, 0.309]],
  "lumo_ev": -3.539,
  "mol_weight_g_mol": 84.1,
  "e_tot_ha": -250.911756,
  "orbital_gap_ev": 11.44,
  "multiplicity": 1,
  "e_above_lowest_kcal_mol": 58.70,
  "charge": 1,
  "smiles": "C[C@@H]1[C@H]2C[NH2+][C@@H]12"
}

***

[3]
{
  "formula": "C3H8OS",
  "method": "the ωB97M-V functional and the def2-TZVPD basis",
  "species": ["C", "O", "H", "H", "C", "C", "S", "H", "H", "H", "H", "H", "H"],
  "coordinates": [[2.6707, 1.4789, -0.2051], [1.9039, 1.1659, -1.0725], [3.7220, 1.7323, -0.4251], [2.3685, 1.5205, 0.8588], [-1.1578, -1.4658, 0.5876], [-1.4660, -0.5278, -0.5536], [-1.4710, 1.2335, 0.0451], [-1.0342, -2.4965, 0.2498], [-0.2592, -1.1273, 1.1047], [-1.9159, -1.4366, 1.3402], [-2.4667, -0.6731, -0.9479], [-0.7195, -0.5596, -1.3411], [-0.1747, 1.1556, 0.3591]],
  "forces_ev_per_angstrom": [[0.020, -0.051, -0.027], [0.031, -0.035, 0.083], [0.005, 0.032, 0.007], [-0.007, 0.015, -0.046], [0.537, -0.052, -0.143], [-0.095, 1.034, 0.422], [-0.035, -0.642, -0.174], [0.077, 0.024, 0.005], [0.236, -0.230, -0.157], [-0.730, -0.019, 0.378], [0.004, -0.163, -0.233], [-0.109, -0.201, -0.147], [0.065, 0.288, 0.031]],
  "lumo_ev": 0.670,
  "mol_weight_g_mol": 92.2,
  "e_tot_ha": -592.486077,
  "orbital_gap_ev": 9.44,
  "multiplicity": 1,
  "e_above_lowest_kcal_mol": 20.06,
  "charge": 0,
  "smiles": "C=O.CCS"
}

***

[4]
{
  "formula": "H8O4",
  "method": "the ωB97M-V functional and the def2-TZVPD basis",
  "species": ["O", "H", "H", "O", "H", "H", "O", "H", "H", "O", "H", "H"],
  "coordinates": [[-1.5865, -0.6099, 0.2735], [-0.8761, -1.0792, -0.0736], [-2.3259, -1.2047, 0.3972], [0.8478, 0.4066, 1.4106], [-0.0439, 0.0157, 1.4865], [0.7642, 1.1736, 0.8325], [1.0170, -1.0067, -0.7838], [1.2384, -0.5504, 0.0950], [1.5933, -1.7590, -0.9039], [-0.2295, 1.4272, -0.9022], [0.3050, 0.6627, -1.2332], [-1.0446, 1.0037, -0.5847]],
  "forces_ev_per_angstrom": [[-2.283, 1.486, 1.388], [2.185, -1.700, -1.354], [-0.075, -0.168, -0.021], [0.249, -0.636, 0.678], [0.304, 0.594, -0.042], [-0.512, 0.273, -0.154], [-0.029, 0.354, 0.759], [-0.076, -0.685, -0.770], [0.252, -0.131, 0.010], [0.415, -0.419, -0.405], [-0.650, 0.853, 0.098], [0.220, 0.179, -0.188]],
  "lumo_ev": 0.515,
  "mol_weight_g_mol": 72.1,
  "e_tot_ha": -305.761739,
  "orbital_gap_ev": 11.44,
  "multiplicity": 1,
  "e_above_lowest_kcal_mol": 10.96,
  "charge": 0,
  "smiles": "O.O.O.O"
}